No. 1
Here is C18H20N3O2STi as an isolated structure from the Open Molecules 2025 dataset. Energies are from the ωB97M-V functional and the def2-TZVPD basis.

Geometry as XYZ:
```
45
Properties=species:S:1:pos:R:3:forces:R:3
Ti -0.0915 -0.2777 0.0809 0.10 0.20 -0.02
S 0.1484 1.9392 -0.0771 0.01 -0.05 -0.02
O -0.5423 0.0167 4.0154 0.02 0.04 -0.02
O -0.1410 -0.2128 1.8466 0.03 0.04 -0.07
N 1.6455 -0.9057 -0.8596 -0.04 -0.14 -0.08
N 2.8426 -0.3113 -0.5908 -0.07 0.09 0.08
N -1.6357 -0.9087 -0.7787 0.06 0.12 -0.02
C -2.6168 -0.3290 -1.6084 0.04 0.01 0.01
C -3.4934 -2.1524 -0.5922 0.06 -0.03 0.03
C 0.8825 -2.8314 -2.2598 -0.02 0.04 0.02
C 5.2498 -0.4092 -1.1588 0.01 0.01 0.01
C -0.7707 4.7854 2.5577 0.00 0.00 -0.01
C -2.3500 0.8986 -2.4117 -0.03 -0.03 0.01
C -0.5055 2.0137 2.7138 0.00 -0.01 -0.04
C -0.9627 4.1421 3.7697 -0.01 0.00 0.03
C -0.4435 4.0547 1.4267 -0.01 -0.02 0.02
C 3.2830 -1.9087 -2.0080 0.03 0.02 -0.01
C -0.3072 2.6719 1.4938 0.02 -0.04 0.02
C -2.2145 -2.0459 -0.1626 -0.19 -0.08 -0.01
C -3.7431 -1.0736 -1.5064 -0.04 0.01 -0.03
C 3.8433 -0.8783 -1.2678 0.04 -0.05 -0.06
C -1.4132 -2.9785 0.6869 0.03 -0.12 0.01
C -0.8290 2.7680 3.8412 0.00 0.01 -0.03
C -0.4089 0.5451 2.9580 0.01 -0.07 0.08
C 1.9212 -1.9009 -1.7365 -0.03 0.01 0.12
H -0.7586 -3.6109 0.0804 -0.01 0.00 0.04
H -2.3321 1.8000 -1.7972 0.00 0.00 0.00
H -4.6642 -0.8843 -2.0343 0.00 0.00 0.00
H 1.1421 -3.1357 -3.2716 -0.02 0.00 0.00
H -0.8061 -2.4892 1.4540 -0.03 0.02 0.00
H -0.9774 2.2398 4.7727 0.00 0.01 0.01
H -4.1838 -2.9321 -0.3121 0.01 -0.01 -0.01
H 5.6994 -0.7644 -0.2308 -0.01 -0.01 0.00
H 5.3081 0.6788 -1.1709 -0.01 0.00 0.00
H -2.0904 -3.6369 1.2278 0.01 -0.02 -0.01
H -0.2914 4.5551 0.4797 0.00 0.02 0.01
H -3.1373 1.0139 -3.1542 0.01 0.02 -0.01
H 5.8332 -0.7976 -1.9892 0.01 0.01 0.00
H 2.8686 0.5309 -0.0357 -0.01 0.00 0.01
H -0.1049 -2.3731 -2.2694 -0.01 0.01 -0.02
H 3.8030 -2.5758 -2.6733 0.00 -0.01 0.01
H 0.8349 -3.7324 -1.6458 0.03 0.01 -0.01
H -1.2190 4.7053 4.6561 0.00 0.01 0.00
H -0.8743 5.8596 2.4845 0.00 0.00 0.00
H -1.3971 0.8377 -2.9431 0.00 0.00 -0.01
```
Positions in Å, forces in eV/Å.

The value obtained for the orbital gap is 6.563 eV. For the relative energy (zero: lowest compared OMol25 entry of this formula, charge and spin), the calculation gives 5.1 kJ/mol. The spin multiplicity is 1. As for the net charge: +1.

---

No. 2
Here is one molecule with the formula C4H6FN in a non-equilibrium geometry from the Open Molecules 2025 dataset. Energies are from the ωB97M-V functional and the def2-TZVPD basis.

Geometry as XYZ:
```
12
Properties=species:S:1:pos:R:3:forces:R:3
F -1.5209 -0.9523 -0.9094 0.16 -0.67 0.10
N 2.4467 -1.1658 -0.0018 -1.81 1.41 -0.76
C 0.6612 0.6734 -0.7223 0.42 -1.48 3.05
C -1.0462 -0.7762 0.3876 -1.48 -0.60 1.22
C -0.4421 0.5491 0.4170 2.09 2.78 -0.81
C 1.6290 -0.4218 -0.3796 1.36 -0.92 -0.40
H 1.2691 1.5209 -0.5142 0.19 1.16 -0.02
H -1.1151 1.3992 0.2784 -0.45 -0.42 -0.15
H -0.3739 -1.5521 0.7581 0.29 -0.21 -0.90
H -1.9004 -0.8715 1.0731 -0.06 0.28 -0.28
H 0.1348 0.8512 1.2998 -0.45 -0.79 0.35
H 0.2579 0.7459 -1.6868 -0.27 -0.54 -1.38
```
Positions in Å, forces in eV/Å.

The value obtained for the orbital gap is 12.460 eV. For the relative energy (zero: lowest compared OMol25 entry of this formula, charge and spin), the calculation gives 37.0 kJ/mol. The spin multiplicity is 1. As for the net charge: 0.

---

No. 3
Here is C43H39GeHgN7S as an isolated structure from the Open Molecules 2025 dataset. Energies are from the ωB97M-V functional and the def2-TZVPD basis.

Geometry as XYZ:
```
92
Properties=species:S:1:pos:R:3:forces:R:3
Hg 0.2066 -0.2586 0.5536 -0.14 -0.21 0.31
Ge -1.3285 0.3169 2.4482 0.07 0.11 -0.18
S -2.4810 -3.6176 -1.7859 0.02 0.03 0.05
N 4.5312 1.5884 -0.3208 0.02 0.02 0.08
N 1.2012 0.9500 -1.4793 0.00 -0.03 -0.04
N 4.6481 1.2576 2.0388 0.02 0.03 -0.04
N 2.6496 0.7715 0.8471 0.05 0.16 -0.01
N -1.4819 -1.2876 -1.3186 -0.04 -0.05 -0.10
N 6.4433 2.0395 0.8574 0.00 -0.01 -0.01
N 2.7828 0.4976 3.1281 0.04 -0.03 -0.11
C -5.2433 -2.2943 1.7196 -0.02 0.02 -0.02
C -0.3911 -0.3671 4.0415 0.02 0.01 -0.02
C -2.9602 -0.7504 2.2300 -0.02 0.02 0.05
C -4.8044 -2.1545 -2.5050 0.03 0.00 0.01
C 1.0858 -1.3166 6.2281 0.02 0.00 0.01
C 3.2103 1.1871 -2.7478 -0.01 0.04 -0.04
C 0.9517 -2.2030 -0.0806 0.13 0.07 0.00
C -4.2890 -2.7345 2.6242 0.02 -0.03 0.01
C 1.1135 0.9809 -3.8636 0.03 0.00 0.01
C -5.4165 1.6169 -2.3639 0.00 -0.01 -0.01
C 0.2770 -1.5937 3.9815 -0.04 -0.04 -0.02
C -1.1940 -2.5478 -1.2664 0.07 -0.02 0.01
C 0.5140 0.8990 -2.6171 -0.07 0.01 0.03
C 0.4357 -0.0928 6.3021 -0.02 0.01 -0.01
C -3.3687 0.1772 -1.8870 -0.06 -0.04 0.02
C -3.9376 -0.3175 1.3357 -0.05 0.00 -0.04
C -4.6882 0.2768 -2.2809 0.00 -0.01 -0.05
C 0.1018 -3.0643 -0.7858 -0.07 -0.09 -0.05
C -5.8754 1.8558 -3.8084 -0.01 0.02 0.01
C 3.3789 0.8511 1.9808 -0.08 -0.06 0.00
C 2.5292 -4.0511 0.1051 -0.01 0.01 -0.02
C -0.2964 0.3746 5.2177 -0.01 0.01 0.04
C 3.2795 1.1637 -0.2511 -0.02 -0.19 0.00
C -3.5085 3.7525 3.6581 -0.03 -0.03 0.00
C -3.1508 2.4459 3.3486 0.02 0.00 0.03
C -1.8802 2.1489 2.8583 0.03 0.06 -0.01
C -1.3257 4.5034 3.0023 0.00 0.01 0.00
C 2.1693 -2.7310 0.3488 0.03 -0.04 -0.03
C -6.6395 1.5848 -1.4369 0.01 0.02 0.01
C -2.7693 -1.0785 -1.7722 0.02 0.04 0.07
C -5.3851 -0.9080 -2.5958 0.01 0.05 -0.02
C 2.4897 1.1215 -3.9281 -0.04 -0.01 0.02
C 0.4503 -4.3941 -1.0279 0.04 -0.04 -0.04
C -5.0683 -1.0766 1.0754 -0.01 -0.02 0.03
C -3.4807 -2.2361 -2.0795 -0.07 0.00 -0.03
C 1.6628 -4.8908 -0.5832 0.00 0.05 0.02
C -2.5962 4.7823 3.4868 0.01 0.03 0.01
C -4.5270 2.7842 -1.9364 -0.01 0.00 -0.01
C -3.1578 -1.9679 2.8768 0.01 -0.04 -0.01
C 5.1673 1.6100 0.8656 0.01 0.02 -0.02
C 2.5251 1.0969 -1.5451 0.00 0.07 0.15
C -0.9767 3.1980 2.6879 0.02 -0.01 -0.03
C 1.0020 -2.0700 5.0651 0.03 -0.03 0.02
H -6.4180 -0.8454 -2.9126 -0.02 0.00 -0.01
H -0.5580 0.7672 -2.5212 0.10 0.00 -0.02
H 0.2480 -2.1822 3.0683 -0.02 0.00 0.00
H -5.0209 1.8818 -4.4862 0.02 0.00 -0.01
H -3.6554 2.8888 -2.5844 0.02 -0.01 -0.02
H -0.7936 1.3355 5.2871 -0.01 0.01 0.00
H 6.9745 2.0117 1.7076 0.00 0.00 -0.01
H -7.1564 2.5457 -1.4650 -0.01 0.02 0.00
H 4.2825 1.3083 -2.7346 0.00 -0.01 0.00
H -2.8739 5.8003 3.7292 0.00 0.01 0.00
H -6.4020 2.8090 -3.8844 -0.01 0.02 0.00
H 3.4825 -4.4273 0.4568 0.01 -0.01 0.00
H 0.0151 2.9930 2.2960 0.00 -0.01 -0.01
H -7.3519 0.8143 -1.7320 -0.01 -0.02 0.00
H 6.8823 2.2457 -0.0202 0.00 0.00 0.01
H 0.4969 0.4993 7.2063 0.01 0.01 0.02
H -6.5511 1.0712 -4.1491 -0.01 -0.01 -0.01
H 1.5081 -3.0252 4.9981 0.01 0.00 0.00
H -2.7883 1.0464 -1.6097 0.01 0.02 0.01
H -2.4223 -2.3320 3.5851 0.01 0.01 0.01
H 3.3319 0.4596 3.9683 -0.01 0.03 -0.02
H 2.9961 1.1798 -4.8822 0.00 0.00 -0.01
H -5.8034 -0.7230 0.3624 0.00 -0.04 0.01
H -4.5008 3.9648 4.0358 -0.01 0.00 0.01
H -5.3722 -3.0430 -2.7441 -0.01 -0.03 0.00
H -5.0963 3.7129 -1.9963 -0.01 0.01 0.00
H 1.9295 -5.9220 -0.7727 0.01 -0.01 -0.01
H 1.6585 -1.6801 7.0716 0.00 -0.01 0.02
H -4.1790 2.6757 -0.9073 0.00 -0.01 0.02
H -6.3389 1.3904 -0.4056 0.00 0.03 0.01
H -0.6104 5.3040 2.8634 0.02 0.01 0.00
H 2.8609 -2.0990 0.8979 0.00 0.00 0.01
H -0.2187 -5.0488 -1.5757 -0.02 0.02 -0.02
H -3.8138 0.6286 0.8210 0.02 0.05 -0.01
H -4.4206 -3.6818 3.1324 -0.01 0.00 0.01
H 0.5070 0.9250 -4.7558 -0.01 0.01 -0.03
H 1.8600 0.0899 3.1259 0.01 0.05 0.01
H -6.1204 -2.8958 1.5174 -0.01 -0.01 0.00
H -3.8712 1.6496 3.4942 -0.02 -0.03 -0.01
```
Positions in Å, forces in eV/Å.

The value obtained for the orbital gap is 7.409 eV. For the relative energy (zero: lowest compared OMol25 entry of this formula, charge and spin), the calculation gives 0.0 kJ/mol. The spin multiplicity is 1. As for the net charge: 0.

---

No. 4
Here is one molecule with the formula C4H12N2 in a non-equilibrium geometry from the Open Molecules 2025 dataset. Energies are from the ωB97M-V functional and the def2-TZVPD basis.

Geometry as XYZ:
```
18
Properties=species:S:1:pos:R:3:forces:R:3
N 0.0904 0.9024 2.4802 -0.01 0.46 -0.14
N 1.6816 -0.4276 -1.7598 -0.67 -0.02 -0.32
C 0.2628 -0.7719 -1.6336 -0.35 -1.70 0.07
C -0.6682 0.2907 -1.0405 0.85 0.38 1.01
C -1.1244 0.0485 0.4215 0.40 0.18 -0.59
C -0.0507 -0.1723 1.4981 -0.75 -0.64 0.71
H -1.5814 0.4402 -1.5894 -0.27 -0.12 -0.62
H -0.1722 -1.1823 -2.5490 0.35 0.66 -0.56
H -0.0853 1.2193 -1.1427 -0.37 0.09 0.27
H -1.7524 -0.8421 0.3816 -0.07 -0.04 0.08
H 0.2852 -1.7336 -1.0832 -0.28 0.59 0.48
H -0.4762 1.7261 2.3003 0.36 -0.24 -0.12
H -0.4251 -1.0219 2.0834 0.28 -0.20 -0.18
H -1.7852 0.8685 0.7239 0.06 -0.05 0.05
H 0.9062 -0.5032 1.0858 0.01 0.28 -0.11
H 1.0413 1.1505 2.7093 -0.11 0.10 -0.18
H 1.7749 0.5385 -2.0443 0.19 0.06 0.00
H 2.0788 -0.5298 -0.8417 0.40 0.22 0.15
```
Positions in Å, forces in eV/Å.

The value obtained for the orbital gap is 10.051 eV. For the relative energy (zero: lowest compared OMol25 entry of this formula, charge and spin), the calculation gives 88.6 kJ/mol. The spin multiplicity is 1. As for the net charge: 0.

---

No. 5
Here is a 2-piece molecular cluster, BrH2NOS overall in a non-equilibrium geometry from the Open Molecules 2025 dataset. Energies are from the ωB97M-V functional and the def2-TZVPD basis.

Geometry as XYZ:
```
6
Properties=species:S:1:pos:R:3:forces:R:3
Br -2.6708 0.9871 0.1899 1.15 -0.75 -0.51
S -0.2285 -0.7915 -0.5490 -1.86 -0.61 2.92
O -0.3738 -1.7241 0.5894 0.52 1.16 -2.02
N 0.8885 0.2772 -0.1508 1.09 0.38 0.39
H 1.3766 0.2437 0.8088 -1.16 0.40 -2.18
H 1.0080 1.0077 -0.8882 0.27 -0.58 1.39
```
Positions in Å, forces in eV/Å.

The value obtained for the orbital gap (alpha / beta) is 7.210 / 6.191 eV. For the relative energy (zero: lowest compared OMol25 entry of this formula, charge and spin), the calculation gives 103.4 kJ/mol. The spin multiplicity is 1. As for the net charge: 0.

---

No. 6
Here is a 12-piece molecular cluster, C15H54N10O12 overall in a non-equilibrium geometry from the Open Molecules 2025 dataset. Energies are from the ωB97M-V functional and the def2-TZVPD basis.

Geometry as XYZ:
```
91
Properties=species:S:1:pos:R:3:forces:R:3
O 8.1780 -24.0590 16.1130 0.52 -1.24 -0.39
O 7.2230 -28.9870 13.3970 0.93 0.19 -0.35
O 15.3690 -24.5780 17.1630 -6.40 3.56 3.09
O 10.9530 -27.4640 11.1110 0.75 -0.03 -0.60
O 7.7620 -21.0660 17.0980 0.55 0.07 0.42
O 6.2520 -26.7850 18.9540 0.43 -0.19 0.98
O 7.0100 -23.8320 21.2950 1.75 2.04 -7.08
O 5.0000 -25.3340 14.2280 -2.35 3.87 5.72
O 10.4530 -23.0980 14.3850 3.33 5.14 3.57
O 6.0750 -26.0090 11.6380 0.85 0.52 -0.25
O 8.0800 -21.7380 14.5180 -5.43 1.92 -3.07
O 10.8290 -24.0010 18.9910 -0.36 0.62 -0.16
N 3.2950 -24.6040 15.7330 -2.61 -0.72 0.61
N 5.3820 -23.8460 16.0570 -0.86 1.14 2.56
N 7.6900 -24.1500 18.9620 0.70 -5.03 -0.57
N 11.8800 -22.1550 16.0560 4.75 -2.21 5.60
N 5.8230 -22.1070 13.9030 -2.02 -1.43 0.40
N 7.1030 -22.1830 19.5220 -0.33 4.04 1.35
N 13.0020 -24.4490 17.3720 -2.60 -2.63 -0.33
N 6.8660 -20.4240 12.9720 1.62 2.21 -1.53
N 10.9810 -20.8200 14.7610 -2.65 7.55 -3.63
N 14.1950 -22.8240 18.3720 -0.95 0.94 0.85
C 11.1180 -22.0250 15.0660 -4.62 -8.15 -4.43
C 6.8980 -24.8300 11.7390 -0.65 0.03 -1.45
C 9.2340 -25.0470 16.1940 -0.34 -1.81 -0.02
C 8.1230 -25.0400 12.6120 -1.04 -1.36 -0.10
C 7.3000 -23.4020 19.9630 -1.92 -1.80 6.16
C 7.1180 -27.9760 14.3600 -0.49 0.15 0.48
C 10.8830 -26.9630 13.4200 1.08 0.47 1.31
C 4.5600 -24.6160 15.3430 2.13 -3.64 -5.30
C 6.9220 -21.4380 13.7830 5.03 -1.18 3.20
C 7.2840 -19.7520 17.2010 -0.98 -0.09 1.04
C 14.1710 -23.9740 17.6830 7.83 -2.38 -2.80
C 11.6980 -27.6030 12.3100 -1.21 1.03 1.15
C 5.9880 -26.6780 17.5890 -2.49 -0.77 0.99
C 10.6810 -24.1680 20.3800 0.74 -0.28 2.13
C 5.7960 -19.8320 17.5830 -0.35 0.76 0.07
H 8.4910 -23.4120 15.4540 0.06 0.35 -0.27
H 7.6710 -25.1780 19.1930 0.31 1.47 -0.61
H 8.5720 -26.0400 12.4460 -0.17 0.79 -0.40
H 8.9800 -25.8940 16.8810 -0.57 0.77 -0.45
H 6.4830 -29.5650 13.4990 -0.62 -0.55 0.00
H 7.8590 -19.2740 17.9850 0.06 0.46 0.16
H 9.9060 -27.3740 13.4790 -0.99 -0.61 -0.16
H 5.3070 -18.8870 17.4040 -0.06 0.70 -0.05
H 12.2120 -24.3400 18.0220 0.28 0.23 -0.07
H 5.6020 -25.9360 12.4560 -0.82 -0.57 0.83
H 7.7800 -23.9180 17.9510 -0.06 0.28 1.05
H 7.4660 -21.8620 18.6190 -0.18 -0.45 0.17
H 6.0720 -20.2980 12.3580 0.44 0.20 0.11
H 6.1170 -27.5890 14.4420 -0.58 0.35 -0.24
H 10.1390 -27.9760 11.2070 0.20 0.12 0.06
H 5.2740 -20.4910 16.8640 0.27 -0.23 0.74
H 8.8490 -24.2690 12.5930 0.78 0.81 -0.24
H 7.7330 -25.0880 13.6180 -0.02 0.09 0.56
H 5.5850 -20.0210 18.6740 0.38 -0.44 -1.30
H 6.5060 -25.9480 17.1300 2.35 2.57 -1.49
H 7.7500 -19.9320 12.8440 -0.74 -0.13 -0.41
H 10.1670 -20.6300 14.1680 0.63 -0.11 0.16
H 11.8150 -28.6200 12.5900 0.34 -1.26 -0.07
H 7.7600 -27.1510 14.1320 0.36 0.27 -0.41
H 13.4090 -22.3500 18.8610 0.76 -1.12 -0.83
H 10.3740 -23.1740 18.8170 -0.11 -0.02 -0.65
H 5.8470 -26.0270 19.4090 0.18 -0.47 -0.12
H 11.6690 -24.0290 20.8810 -0.41 -0.30 -0.36
H 10.7620 -25.8810 13.3160 0.27 -0.09 -0.10
H 9.6120 -25.5660 15.2570 -0.90 1.29 0.73
H 10.0620 -23.3630 20.8470 -0.06 -1.00 -0.49
H 13.0080 -25.3860 16.9620 0.32 0.60 0.00
H 11.3280 -27.1770 14.4200 -0.02 0.24 -0.55
H 7.4580 -19.2210 16.2630 -0.18 0.11 0.00
H 12.5600 -21.4060 16.3230 -1.14 -1.19 -0.38
H 7.7850 -21.1970 16.1540 0.53 -1.23 -1.33
H 11.3540 -19.9800 15.2560 -0.45 -1.67 -0.44
H 7.3660 -28.2930 15.3580 0.45 -0.58 0.57
H 10.0300 -24.5740 16.6910 1.38 0.53 0.26
H 6.2380 -24.0530 12.1230 0.22 0.29 0.46
H 2.6150 -25.1530 15.1660 0.99 0.66 0.94
H 6.1220 -27.5590 17.0150 0.28 -1.21 0.12
H 4.9620 -26.3730 17.4660 -0.82 -0.13 -0.28
H 3.0490 -24.3590 16.7240 0.28 -0.38 -1.77
H 7.0340 -24.5050 10.6900 0.75 -0.32 0.40
H 4.9450 -22.0300 13.3690 1.16 0.24 0.38
H 7.0620 -21.4390 20.2260 -0.24 -0.67 -0.34
H 6.3460 -24.0420 15.9400 1.58 -0.31 0.08
H 15.0860 -22.4550 18.5580 1.12 0.32 0.23
H 12.0740 -23.0890 16.4480 0.19 0.69 -0.70
H 12.6900 -27.1390 12.3350 -0.25 0.03 -0.98
H 10.3380 -25.2060 20.6240 -0.06 1.10 -0.21
H 5.0950 -23.4630 17.0220 0.63 -0.92 -2.25
H 5.7920 -22.6200 14.7550 -0.45 -0.89 0.30
```
Positions in Å, forces in eV/Å.

The value obtained for the orbital gap is 8.849 eV. For the relative energy (zero: lowest compared OMol25 entry of this formula, charge and spin), the calculation gives 158.0 kJ/mol. The spin multiplicity is 1. As for the net charge: 0.

---

Calculated total energy (computed, hartree): -2260.202892 -310.603491 -4673.930382 -269.082589 -3103.332249 -2054.211818